Record 1
Entry from the Open Molecules 2025 dataset: a 2-piece molecular cluster, C20H22F overall in a non-equilibrium geometry (wB97M-V/def2-TZVPD).

Geometry as XYZ:
```
43
C20H22F, DFT wB97M-V/def2-TZVPD
C -1.8376 -1.4176 2.8940
C -1.4468 -0.2014 2.5098
C -2.1817 1.0324 2.9661
C -0.2390 -0.0781 1.5746
C 1.1532 0.0026 2.1862
C 1.7613 -1.2094 2.8247
C 1.8819 1.1715 2.0543
H -1.3399 -2.3448 2.5987
H -2.7072 -1.5210 3.5381
H -1.7334 1.9541 2.5715
H -3.2365 0.9879 2.6582
H -2.1735 1.0635 4.0646
H -0.2535 -0.9495 0.8762
H -0.3842 0.8068 0.9258
H 1.2385 -2.1401 2.5536
H 2.8206 -1.2659 2.5175
H 1.7563 -1.1348 3.9288
H 2.8434 1.2324 2.5614
H 1.3190 2.1131 1.9482
F 6.9237 4.6472 0.6310
C 5.5748 4.4351 0.4505
C 4.7228 5.5298 0.5321
C 3.3482 5.2629 0.4342
C 2.8767 3.9789 0.3070
C 3.7506 2.8629 0.3390
C 3.0701 1.5784 0.3180
C 3.7309 0.3539 -0.1039
C 2.8499 -0.6477 -0.5934
C 3.2829 -1.9211 -0.8823
C 4.6437 -2.2424 -0.8108
C 5.5502 -1.2497 -0.4223
C 5.1180 0.0320 -0.0319
C 5.1522 3.1155 0.3458
H 5.1247 6.5179 0.7599
H 2.6470 6.0886 0.4900
H 1.7961 3.8003 0.2189
H 2.0667 1.6763 -0.2292
H 1.7785 -0.4073 -0.6455
H 2.5552 -2.6882 -1.0973
H 4.9951 -3.2663 -0.9645
H 6.6116 -1.4778 -0.3213
H 5.8568 0.7009 0.4025
H 5.9005 2.3350 0.3050
```

The value obtained for the HOMO energy is -12.337 eV. As for the spin multiplicity: 1. The energy comes out at -23804.7372 eV. Its total charge is +1. The HOMO-LUMO gap is 6.633 eV. The value obtained for the energy above the lowest of the compared OMol25 structures with the same formula, charge and spin is 40.9 kcal per mole.

---

Record 2
Entry from the Open Molecules 2025 dataset: C6H7O6Tl as an isolated structure in a non-equilibrium geometry (wB97M-V/def2-TZVPD).

Geometry as XYZ:
```
20
C6H7O6Tl, DFT wB97M-V/def2-TZVPD
C -0.6248 -1.3503 1.0104
C -0.9412 -1.9541 -0.1137
O -0.2645 -3.1041 -0.5402
C 0.6895 -2.9387 -1.4392
O 1.0668 -1.8572 -1.8527
O 1.2395 -4.0872 -1.7213
H 0.0953 -1.5563 1.7993
H -1.7766 -1.6744 -0.7612
H 2.0696 -3.9595 -2.2022
C -0.2911 1.0757 2.5003
C -0.4913 2.1017 1.6370
O 0.0630 1.9982 0.3687
C -0.1679 2.9487 -0.5493
O -0.6845 4.0081 -0.3789
O 0.2412 2.4120 -1.7007
Tl 0.8113 0.2220 -1.3665
H -1.0125 0.9633 3.3104
H 0.7108 0.6432 2.5712
H -0.8859 3.0876 1.8748
H 0.1532 3.0214 -2.4462
```

The value obtained for the HOMO energy (spin up / spin down) is -6.038 / -6.039 eV. As for the spin multiplicity: 1. The energy comes out at -23307.9244 eV. The HOMO-LUMO gap (spin up / spin down) is 5.869 / 5.870 eV. The value obtained for the energy above the lowest of the compared OMol25 structures with the same formula, charge and spin is 72.2 kcal per mole.

---

Record 3
Entry from the Open Molecules 2025 dataset: a 7-piece molecular cluster, C43H105N6O4 overall in a non-equilibrium geometry (wB97M-V/def2-TZVPD).

Geometry as XYZ:
```
158
C43H105N6O4, DFT wB97M-V/def2-TZVPD
C 0.1080 -0.5868 1.1653
O -0.1646 -0.6990 -0.1650
H 0.7756 0.2690 1.2658
H -0.7706 -0.5637 1.8100
H 0.6984 -1.4253 1.5346
C 3.5127 0.1070 -7.2979
C 3.4298 -0.4600 -5.8980
C 4.5911 -1.5088 -5.7196
N 4.6603 -2.0841 -4.2377
C 5.9774 -2.9886 -4.2897
C 6.3060 -3.5747 -2.8807
C 6.5701 -2.4810 -1.8283
C 5.3143 -1.6374 -1.7546
C 4.8633 -1.0227 -3.1517
C 3.5194 -3.0824 -3.9490
H 3.4824 -0.5476 -8.1689
H 4.4174 0.7063 -7.4004
H 2.7245 0.8558 -7.3762
H 2.4317 -0.8707 -5.7454
H 3.4039 0.3464 -5.1651
H 5.5442 -1.0208 -5.9237
H 4.3686 -2.3368 -6.3926
H 6.7928 -2.3613 -4.6501
H 5.7858 -3.8405 -4.9420
H 7.1885 -4.2075 -2.9739
H 5.5838 -4.3175 -2.5419
H 7.4407 -1.8871 -2.1068
H 6.5997 -2.9031 -0.8238
H 5.3560 -0.7847 -1.0769
H 4.4715 -2.2481 -1.4309
H 5.5333 -0.2310 -3.4869
H 3.8975 -0.5271 -3.0526
H 3.8377 -3.5345 -3.0096
H 3.2848 -3.8635 -4.6721
H 2.6040 -2.5469 -3.6974
C 0.2921 5.5194 1.5290
C 1.4750 5.7930 0.5776
C 0.9967 6.2490 -0.8100
N 2.1475 6.5359 -1.8738
C 1.6273 6.8453 -3.3103
C 0.8907 8.2378 -3.2615
C 1.6901 9.4097 -2.6377
C 2.4563 9.0305 -1.3136
C 3.1679 7.6518 -1.4044
C 2.9201 5.2080 -2.0147
H -0.6025 5.0306 1.1433
H -0.0988 6.4811 1.8614
H 0.5561 5.0035 2.4522
H 2.0854 4.8938 0.4948
H 2.1172 6.4518 1.1619
H 0.5100 7.2194 -0.7126
H 0.2943 5.5362 -1.2421
H 0.9014 6.0930 -3.6188
H 2.4514 6.7808 -4.0208
H -0.0915 8.1969 -2.7906
H 0.5664 8.4757 -4.2745
H 0.9301 10.1704 -2.4593
H 2.3276 9.8645 -3.3958
H 1.7260 8.9418 -0.5093
H 3.1898 9.8007 -1.0750
H 3.7875 7.3367 -0.5648
H 3.9639 7.6476 -2.1491
H 2.1673 4.4717 -2.2963
H 3.4395 4.8899 -1.1108
H 3.5720 5.3649 -2.8741
C -2.5833 -3.7097 5.7201
C -2.9125 -2.2382 5.5693
C -4.0580 -1.8665 6.6158
N -4.5064 -0.3256 6.5632
C -3.2257 0.5615 6.7099
C -3.5799 1.9896 7.0313
C -4.5631 2.0899 8.2307
C -5.8562 1.3702 7.9444
C -5.5847 -0.1689 7.6899
C -5.1368 -0.1272 5.1749
H -3.2906 -4.4432 5.3329
H -2.4085 -3.9745 6.7629
H -1.6648 -3.9193 5.1718
H -3.1808 -2.0763 4.5253
H -2.0706 -1.6008 5.8394
H -3.5995 -1.9727 7.5989
H -4.8836 -2.5727 6.5271
H -2.7456 0.2188 7.6265
H -2.5118 0.4236 5.8978
H -2.6396 2.5036 7.2308
H -3.9387 2.3933 6.0845
H -4.0185 1.6393 9.0604
H -4.8541 3.1008 8.5160
H -6.4297 1.4962 8.8627
H -6.5228 1.7611 7.1757
H -5.0777 -0.5494 8.5767
H -6.5380 -0.6086 7.3968
H -5.6499 0.8325 5.1134
H -5.8087 -0.9618 4.9749
H -4.3296 -0.2422 4.4515
C 4.4301 -5.0531 6.4425
N 4.5613 -3.8810 7.4766
C 3.9688 -4.5503 8.7052
C 6.0900 -3.5495 7.6622
C 3.6959 -2.6750 6.9875
C 4.1319 -1.9972 5.7078
O 5.3022 -1.3079 6.0082
H 5.2126 -5.7181 6.8079
H 4.6113 -4.6844 5.4329
H 3.4575 -5.5431 6.3971
H 4.6752 -5.3115 9.0362
H 2.9796 -4.8627 8.3707
H 3.9232 -3.8064 9.5007
H 6.5693 -3.2732 6.7231
H 6.5577 -4.4469 8.0673
H 6.1093 -2.6936 8.3369
H 3.6814 -1.9887 7.8342
H 2.6706 -3.0207 6.8565
H 3.4175 -1.2648 5.3321
H 4.1562 -2.6749 4.8544
H 5.4774 -0.5504 5.4450
C -3.3378 1.9745 -6.9959
N -4.6987 2.4478 -6.5633
C -5.1946 3.5086 -7.5133
C -5.6589 1.1773 -6.5067
C -4.6789 3.1037 -5.1690
C -3.9300 2.2714 -4.0595
O -2.5703 2.0680 -4.3232
H -2.9578 1.1327 -6.4169
H -2.5521 2.7194 -7.1217
H -3.5145 1.5049 -7.9635
H -6.1548 3.9445 -7.2377
H -5.1981 3.0802 -8.5156
H -4.6310 4.4368 -7.6079
H -5.2805 0.4602 -5.7782
H -5.6628 0.7049 -7.4890
H -6.6330 1.5526 -6.1932
H -5.7206 3.1652 -4.8542
H -4.0695 3.9873 -5.3585
H -4.5529 1.4492 -3.7071
H -3.9080 3.0333 -3.2804
H -2.2846 1.4484 -3.6478
C -4.7625 -4.1373 -2.1681
N -3.9125 -5.1655 -2.9453
C -4.9325 -6.1375 -3.5947
C -3.1007 -4.4176 -4.0495
C -3.0236 -5.8977 -1.9152
C -2.2740 -7.0813 -2.5080
O -1.1965 -6.7180 -3.3351
H -5.2768 -3.5083 -2.8946
H -4.1134 -3.5987 -1.4777
H -5.4959 -4.6473 -1.5434
H -5.4612 -6.6132 -2.7687
H -4.3684 -6.7401 -4.3066
H -5.6341 -5.5131 -4.1478
H -2.4471 -3.6808 -3.5824
H -3.8646 -3.9110 -4.6393
H -2.7025 -5.1827 -4.7160
H -3.7430 -6.0573 -1.1121
H -2.3126 -5.1750 -1.5149
H -2.9195 -7.6552 -3.1728
H -2.0376 -7.7071 -1.6474
H -0.3384 -7.0685 -3.0852
```

The value obtained for the HOMO energy is -12.637 eV. As for the spin multiplicity: 1. The energy comes out at -63373.2996 eV. Its total charge is +5. The HOMO-LUMO gap is 4.504 eV. The value obtained for the energy above the lowest of the compared OMol25 structures with the same formula, charge and spin is 99.0 kcal per mole.

---

Record 4
Entry from the Open Molecules 2025 dataset: an isolated ion of composition C8H8NO3S and charge -1 in a non-equilibrium geometry (wB97M-V/def2-TZVPD).

Geometry as XYZ:
```
21
C8H8NO3S, DFT wB97M-V/def2-TZVPD
C 1.5208 -0.8997 -0.6446
C 1.2285 -0.7359 -1.9522
C -1.0888 1.6398 0.4898
C -0.1452 -1.7293 0.9194
C -1.9438 1.4217 -0.7951
C -1.0946 0.2285 -1.0031
C 0.6518 -0.3696 0.4993
C 1.4102 0.2628 1.6628
N -0.3550 0.5373 0.1190
O -1.3867 -1.6152 0.9006
O -1.0084 2.4232 1.3755
O 0.5201 -2.7505 1.1895
S -0.0703 0.2289 -2.6194
H 2.2936 -1.5085 -0.5140
H 1.7748 -1.1537 -2.7530
H -2.9495 1.0842 -0.4518
H -2.0338 2.1897 -1.5088
H -1.8383 -0.5882 -1.0018
H 0.6604 0.4580 2.4260
H 1.9107 1.2413 1.4022
H 1.9435 -0.3651 2.2598
```

The value obtained for the HOMO energy is -4.376 eV. As for the spin multiplicity: 1. The energy comes out at -26893.6199 eV. Its total charge is -1. The HOMO-LUMO gap is 7.417 eV. The value obtained for the energy above the lowest of the compared OMol25 structures with the same formula, charge and spin is 2.3 kcal per mole. As for the SMILES: C[C@]1(C(=O)[O-])C=CS[C@@H]2CC(=O)N21.